{
  "formula": "C3H10N2O3",
  "method": "the ωB97M-V functional and the def2-TZVPD basis",
  "e_lumo_ev": 0.63,
  "orbital_gap_ev": 9.00,
  "de_lowest_kj_mol": 559.9,
  "e_homo_ev": -8.37,
  "largest_force_ev_per_a": 3.21,
  "symbols": ["C", "H", "H", "O", "H", "H", "H", "O", "N", "H", "C", "C", "H", "O", "H", "N", "H", "H"],
  "positions_angstrom": [[-0.702, -1.865, -1.373], [1.060, -0.602, -1.659], [1.166, -1.699, -0.282], [1.241, -0.109, 1.869], [-1.916, 0.959, 0.903], [-0.011, 0.182, -0.586], [-1.389, -1.245, -1.955], [-0.954, -0.595, 1.650], [-0.133, 1.210, 0.350], [0.594, 2.807, 1.293], [0.063, -0.107, 1.218], [0.483, -1.067, -0.847], [-1.251, -2.314, -0.544], [-1.466, 1.707, 0.455], [0.890, 2.747, -0.342], [0.833, 2.200, 0.511], [1.875, 0.450, 1.393], [-0.385, -2.658, -2.055]],
  "atomic_forces_ev_per_a": [[0.206, -0.173, -0.262], [0.226, -0.473, -0.235], [-0.020, 0.290, 0.263], [-0.416, -0.634, -0.871], [-0.007, 0.206, -0.044], [1.685, -2.637, -0.073], [-0.035, 0.068, 0.157], [1.020, -0.179, -0.746], [-0.218, 0.107, -0.208], [0.025, 0.014, -0.031], [-1.189, 2.394, 1.777], [-1.009, 1.613, -0.867], [-0.068, 0.007, -0.085], [0.246, -0.268, 0.706], [-0.091, -0.108, 0.121], [-0.210, -0.194, 0.355], [-0.098, 0.137, -0.077], [-0.048, -0.172, 0.123]]
}


{
  "formula": "C3H10N2O3S",
  "method": "the ωB97M-V functional and the def2-TZVPD basis",
  "e_lumo_ev": 0.65,
  "orbital_gap_ev": 8.52,
  "de_lowest_kj_mol": 244.7,
  "e_homo_ev": -7.87,
  "largest_force_ev_per_a": 5.52,
  "symbols": ["H", "H", "H", "S", "C", "N", "H", "H", "H", "C", "C", "O", "N", "O", "H", "H", "H", "O", "H"],
  "positions_angstrom": [[1.862, -0.378, 0.282], [1.333, -0.354, -1.446], [-0.099, 1.809, -0.131], [-1.189, -0.113, -1.005], [-0.218, -0.259, 1.828], [-1.025, -0.083, -2.653], [0.503, 1.536, 2.389], [1.459, 0.137, 3.004], [2.284, 0.995, -0.578], [0.158, 0.841, -0.214], [1.491, 0.347, -0.552], [-1.125, -1.578, -0.641], [0.574, 0.536, 2.690], [-2.446, 0.508, -0.807], [-0.009, -1.687, 0.513], [-1.273, 0.012, 1.810], [-0.631, -0.932, -2.856], [0.255, -1.452, 1.458], [-1.904, 0.116, -3.087]],
  "atomic_forces_ev_per_a": [[-0.587, 0.722, -1.065], [1.250, 1.200, 0.819], [-0.989, 3.278, 0.067], [1.269, -0.540, 0.390], [1.721, 1.446, -1.843], [0.285, 1.920, 1.164], [0.471, -1.541, 0.976], [-0.318, 0.504, -0.581], [1.613, 2.015, -0.943], [-1.929, -5.147, 0.544], [-1.183, -4.615, 0.573], [0.873, 2.182, -0.597], [-1.137, -0.359, -0.901], [-1.383, 1.054, 1.034], [-0.952, 0.142, 0.696], [0.100, -0.513, -0.061], [0.967, -2.490, -1.507], [0.309, 0.806, 1.412], [-0.378, -0.062, -0.177]]
}


{
  "formula": "C3H10N2OS",
  "method": "the ωB97M-V functional and the def2-TZVPD basis",
  "e_lumo_ev": 0.55,
  "orbital_gap_ev": 9.04,
  "de_lowest_kj_mol": 526.2,
  "e_homo_ev": -8.49,
  "largest_force_ev_per_a": 4.53,
  "symbols": ["C", "N", "H", "C", "C", "H", "H", "S", "H", "N", "H", "H", "H", "H", "H", "H", "O"],
  "positions_angstrom": [[1.893, -0.821, -0.308], [-2.484, 0.086, 1.588], [-0.490, -0.163, -1.933], [0.647, -0.777, 0.502], [-0.090, 0.708, -1.633], [2.022, 0.136, -0.624], [1.834, -1.504, -1.180], [-0.083, 0.861, 0.181], [-0.838, 1.518, -1.898], [-2.800, -0.093, 0.423], [0.965, 0.907, -2.051], [-1.641, 0.706, 1.907], [-0.085, -1.446, 0.283], [2.670, -1.077, 0.391], [-3.120, -0.178, 2.303], [0.641, -0.736, 1.649], [0.960, 1.873, 0.398]],
  "atomic_forces_ev_per_a": [[0.074, -3.078, 0.971], [0.369, 1.223, -1.352], [-1.271, -3.231, -1.081], [-0.039, 2.591, 2.336], [0.894, 4.410, 0.521], [1.277, 2.539, -0.997], [0.112, 0.274, 0.727], [-0.560, -0.213, -1.003], [1.187, -0.758, -0.132], [0.684, -0.098, 0.673], [-1.888, -0.156, 0.703], [-0.809, -0.947, -0.637], [-2.117, -2.146, -0.894], [0.862, -0.309, -0.316], [-0.716, -0.471, 1.418], [0.944, -0.335, -1.475], [0.997, 0.703, 0.536]]
}


{
  "formula": "C3H10N2S",
  "method": "the ωB97M-V functional and the def2-TZVPD basis",
  "e_lumo_ev": -2.57,
  "orbital_gap_ev": 6.14,
  "de_lowest_kj_mol": 488.4,
  "e_homo_ev": -8.71,
  "largest_force_ev_per_a": 4.17,
  "symbols": ["H", "H", "H", "H", "S", "N", "C", "C", "H", "H", "H", "H", "C", "H", "H", "N"],
  "positions_angstrom": [[-0.547, 1.731, -0.857], [-1.869, -1.507, -1.948], [1.279, 2.102, 0.594], [-0.103, -1.199, -0.267], [2.356, 0.344, -0.495], [-1.271, 0.814, 0.825], [-0.444, -0.409, -0.944], [1.154, 1.020, 0.517], [2.160, -2.605, 2.243], [0.257, -0.312, -1.792], [2.310, -1.904, 2.050], [-1.758, 1.689, 1.021], [-0.413, 0.915, -0.134], [-2.447, -0.570, -0.759], [1.123, 0.485, 1.467], [-1.787, -0.595, -1.521]],
  "atomic_forces_ev_per_a": [[0.554, 0.424, 0.348], [0.124, -0.075, -0.149], [-0.525, -0.167, 0.141], [-0.094, -0.094, -0.079], [-0.556, 0.261, 0.044], [-0.842, 0.170, 1.686], [0.180, -0.222, -0.330], [3.383, -0.219, 0.748], [-0.015, 0.013, 0.023], [0.151, 0.109, 0.436], [0.013, -0.009, -0.038], [0.173, 0.152, 0.120], [-2.205, -0.880, -3.431], [-0.272, -0.126, 0.067], [-0.447, 0.354, -0.100], [0.377, 0.307, 0.514]]
}